(1)
{
  "formula": "C25H66NO11",
  "method": "ωB97M-V with the def2-TZVPD basis set",
  "gap_ev": 6.04,
  "largest_force_ha_per_bohr": 0.117,
  "homo_ev": -4.09,
  "energy_ev": -51004.56264,
  "charge": -1,
  "relative_energy_ev": 0.000,
  "species": ["C", "C", "C", "C", "C", "C", "C", "O", "C", "N", "C", "O", "O", "H", "H", "H", "H", "H", "H", "H", "H", "H", "H", "H", "H", "H", "H", "H", "H", "H", "H", "C", "C", "O", "H", "H", "H", "H", "H", "H", "C", "C", "O", "H", "H", "H", "H", "H", "H", "C", "C", "O", "H", "H", "H", "H", "H", "H", "C", "C", "O", "H", "H", "H", "H", "H", "H", "C", "C", "O", "H", "H", "H", "H", "H", "H", "C", "C", "O", "H", "H", "H", "H", "H", "H", "C", "C", "O", "H", "H", "H", "H", "H", "H", "C", "C", "O", "H", "H", "H", "H", "H", "H"],
  "xyz": [[6.438, -0.199, -0.187], [5.982, 0.157, -1.702], [6.985, -0.556, -2.778], [6.022, 1.726, -2.035], [4.870, 2.601, -1.345], [4.827, 4.025, -2.148], [3.444, 1.880, -1.474], [2.309, 2.742, -1.229], [1.143, 1.918, -1.582], [0.527, 2.389, -2.871], [0.070, 1.822, -0.371], [-0.276, 0.643, 0.054], [-0.449, 2.979, 0.152], [5.845, 0.512, 0.501], [6.165, -1.278, 0.111], [7.542, 0.016, 0.007], [4.970, -0.346, -1.855], [6.849, -1.686, -2.690], [6.561, -0.260, -3.814], [8.063, -0.197, -2.645], [7.034, 2.117, -1.637], [6.056, 1.823, -3.181], [5.107, 2.817, -0.233], [5.579, 3.943, -3.022], [3.813, 4.232, -2.629], [5.147, 4.904, -1.492], [3.429, 1.042, -0.672], [3.421, 1.385, -2.523], [1.463, 0.821, -1.777], [1.218, 2.092, -3.594], [-0.288, 1.771, -3.038], [-4.397, 2.138, -1.301], [-4.111, 0.814, -1.985], [-2.715, 0.551, -1.972], [-3.867, 2.951, -1.803], [-5.468, 2.356, -1.308], [-4.047, 2.121, -0.266], [-4.442, 0.842, -3.027], [-4.628, -0.007, -1.480], [-2.425, 0.518, -1.046], [2.796, 5.067, -6.609], [3.666, 5.751, -5.573], [4.791, 4.937, -5.260], [2.454, 4.096, -6.241], [1.925, 5.679, -6.853], [3.363, 4.879, -7.526], [3.104, 5.917, -4.651], [4.023, 6.719, -5.939], [5.289, 4.802, -6.078], [-6.397, -1.832, 1.366], [-6.537, -0.327, 1.451], [-6.749, 0.218, 0.154], [-5.563, -2.100, 0.715], [-6.228, -2.265, 2.355], [-7.297, -2.283, 0.935], [-5.628, 0.118, 1.861], [-7.380, -0.046, 2.093], [-7.559, -0.173, -0.199], [8.895, 7.034, -4.052], [7.621, 6.392, -3.537], [7.913, 5.138, -2.933], [9.385, 6.383, -4.781], [8.684, 7.997, -4.524], [9.607, 7.191, -3.236], [6.922, 6.216, -4.357], [7.132, 7.033, -2.797], [8.524, 5.300, -2.203], [-2.153, -4.668, 0.938], [-3.287, -3.729, 0.579], [-3.154, -2.504, 1.289], [-2.146, -4.869, 2.013], [-2.247, -5.616, 0.403], [-1.186, -4.219, 0.691], [-4.249, -4.172, 0.847], [-3.292, -3.514, -0.495], [-2.304, -2.113, 1.040], [-9.248, 2.696, 1.878], [-10.539, 2.089, 2.389], [-10.283, 0.830, 3.002], [-8.770, 2.030, 1.155], [-9.433, 3.661, 1.400], [-8.537, 2.840, 2.697], [-11.238, 1.927, 1.566], [-11.017, 2.746, 3.123], [-9.671, 0.982, 3.734], [-0.308, -7.349, 5.165], [-0.496, -6.570, 3.879], [-1.882, -6.364, 3.629], [-0.815, -8.315, 5.107], [0.753, -7.519, 5.367], [-0.744, -6.812, 6.010], [-0.079, -7.120, 3.033], [-0.001, -5.596, 3.936], [-2.243, -5.869, 4.377], [-2.239, -9.627, 8.347], [-2.384, -8.120, 8.428], [-2.605, -7.577, 7.133], [-1.407, -9.897, 7.691], [-2.063, -10.057, 9.336], [-3.140, -10.080, 7.922], [-1.475, -7.670, 8.833], [-3.224, -7.843, 9.074], [-3.415, -7.973, 6.785]]
}

***

(2)
{
  "formula": "C5H8IN2",
  "method": "ωB97M-V with the def2-TZVPD basis set",
  "gap_ev": [6.01, 6.01],
  "largest_force_ha_per_bohr": 0.110,
  "homo_ev": [-12.09, -12.09],
  "smiles": "C/C=[NH+]/C=N\\C=C\\I",
  "energy_ev": -16385.63404,
  "charge": 1,
  "relative_energy_ev": 2.793,
  "species": ["C", "C", "N", "C", "N", "C", "C", "I", "H", "H", "H", "H", "H", "H", "H", "H"],
  "xyz": [[1.966, -1.661, 0.362], [0.993, -0.584, 0.389], [1.382, 0.674, 0.077], [0.454, 1.638, -0.269], [-0.813, 1.519, -0.339], [-1.717, 0.662, 0.187], [-2.770, 0.368, -0.606], [-4.554, -0.541, 0.270], [2.600, -1.642, 1.246], [2.533, -1.510, -0.567], [1.351, -2.610, 0.317], [-0.067, -0.703, 0.306], [2.324, 0.875, 0.048], [0.813, 2.425, -0.959], [-1.803, 0.563, 1.223], [-2.692, 0.526, -1.685]]
}

***

(3)
{
  "formula": "C44H48AsFeN4O5S",
  "method": "ωB97M-V with the def2-TZVPD basis set",
  "gap_ev": [5.20, 5.29],
  "largest_force_ha_per_bohr": 0.015,
  "homo_ev": [-3.13, -3.19],
  "energy_ev": -168671.54126,
  "charge": -1,
  "relative_energy_ev": 0.121,
  "species": ["Fe", "N", "C", "C", "C", "O", "O", "H", "H", "H", "H", "H", "H", "C", "C", "C", "C", "N", "C", "C", "C", "C", "C", "C", "N", "H", "H", "H", "H", "H", "H", "H", "H", "C", "C", "C", "C", "C", "C", "As", "N", "C", "C", "C", "C", "C", "C", "C", "C", "C", "C", "C", "C", "C", "C", "C", "C", "C", "C", "H", "H", "H", "H", "H", "H", "H", "H", "H", "H", "H", "H", "H", "H", "H", "H", "H", "H", "H", "H", "H", "H", "H", "H", "H", "H", "H", "C", "C", "C", "C", "C", "C", "C", "S", "O", "O", "O", "H", "H", "H", "H", "H", "H", "H"],
  "xyz": [[-0.213, 0.302, -0.015], [-1.600, -1.259, 0.302], [-1.734, -1.868, 1.641], [-1.696, -0.795, 2.720], [-0.250, -0.307, 2.860], [0.432, -0.692, 3.801], [0.150, 0.475, 1.920], [-2.517, -1.056, -0.079], [-1.130, -1.927, -0.302], [-0.896, -2.556, 1.770], [-2.654, -2.457, 1.700], [-2.043, -1.195, 3.672], [-2.335, 0.035, 2.413], [3.074, 3.177, -0.586], [3.321, 3.023, -1.922], [2.573, 2.105, -2.654], [1.592, 1.397, -1.998], [1.304, 1.561, -0.687], [2.056, 2.415, 0.023], [0.749, 0.414, -2.707], [1.110, -0.142, -3.930], [0.259, -1.041, -4.532], [-0.948, -1.348, -3.914], [-1.224, -0.768, -2.696], [-0.387, 0.076, -2.085], [3.632, 3.877, 0.019], [4.083, 3.619, -2.408], [2.737, 1.970, -3.712], [0.994, 2.009, 1.662], [2.071, 0.088, -4.362], [0.533, -1.511, -5.467], [-1.654, -2.034, -4.360], [-2.164, -0.955, -2.195], [-5.924, 5.652, 3.858], [-4.939, 4.926, 2.981], [-4.976, 5.042, 1.601], [-4.081, 4.365, 0.777], [-4.219, 4.565, -0.707], [-3.085, 3.533, 1.334], [-1.886, 2.569, 0.097], [1.780, 2.580, 1.347], [2.796, 2.777, 2.309], [2.487, 3.492, 3.464], [3.447, 3.686, 4.443], [4.733, 3.192, 4.270], [5.039, 2.479, 3.120], [4.076, 2.255, 2.150], [-0.972, 4.064, -0.788], [-0.786, 4.031, -2.184], [-1.554, 3.081, -3.063], [0.091, 4.919, -2.802], [0.771, 5.893, -2.092], [1.724, 6.840, -2.771], [0.515, 5.987, -0.731], [-0.339, 5.110, -0.075], [-0.540, 5.309, 1.401], [-3.040, 3.426, 2.737], [-2.001, 2.619, 3.463], [-3.959, 4.113, 3.526], [-6.562, 6.310, 3.269], [-5.413, 6.260, 4.608], [-6.569, 4.951, 4.393], [-5.728, 5.677, 1.143], [-5.099, 5.170, -0.930], [-4.299, 3.600, -1.212], [-3.342, 5.058, -1.130], [1.486, 3.887, 3.582], [3.192, 4.238, 5.339], [5.486, 3.349, 5.031], [6.031, 2.068, 2.983], [4.312, 1.655, 1.279], [-1.177, 2.063, -3.003], [-1.504, 3.404, -4.105], [-2.597, 3.034, -2.744], [0.236, 4.846, -3.876], [2.056, 6.440, -3.730], [2.607, 7.019, -2.154], [1.257, 7.810, -2.960], [1.013, 6.759, -0.150], [0.199, 6.007, 1.798], [-0.453, 4.358, 1.923], [-1.536, 5.698, 1.624], [-1.165, 2.372, 2.814], [-2.412, 1.674, 3.822], [-1.636, 3.160, 4.339], [-3.889, 4.017, 4.606], [6.455, -1.308, 3.649], [5.389, -1.472, 2.599], [5.733, -1.631, 1.259], [4.759, -1.815, 0.290], [3.423, -1.845, 0.659], [3.058, -1.664, 1.984], [4.041, -1.474, 2.944], [2.181, -2.156, -0.573], [2.751, -1.705, -1.830], [1.860, -3.566, -0.507], [1.030, -1.338, -0.133], [7.277, -0.688, 3.288], [6.876, -2.277, 3.931], [6.048, -0.848, 4.550], [6.778, -1.607, 0.969], [5.019, -1.926, -0.754], [2.017, -1.626, 2.276], [3.741, -1.305, 3.971]]
}